# 1
{"formula": "C22H35ClO2P2Pt", "method": "the ωB97M-V functional and the def2-TZVPD basis", "total_energy_ev": -61816.0686, "spin_multiplicity": 3, "homo_energy_ha": [-0.179, -0.243], "homo_lumo_gap_ev": [4.63, 6.38], "e_above_lowest_kcal_mol": 80.1, "symbols": ["P", "P", "C", "C", "H", "H", "H", "H", "C", "H", "H", "H", "C", "H", "H", "H", "C", "H", "H", "H", "C", "H", "H", "H", "Pt", "C", "C", "C", "C", "C", "C", "C", "C", "C", "H", "H", "H", "H", "H", "H", "H", "H", "H", "H", "H", "H", "H", "H", "H", "Cl", "C", "C", "C", "C", "C", "C", "C", "O", "O", "H", "H", "H", "H"], "xyz": [[-1.976121, 4.517455, -2.497194], [-1.999741, 1.592207, -5.063252], [-2.138506, 4.393472, -4.328215], [-2.894813, 3.215407, -4.986610], [-1.123117, 4.468814, -4.746275], [-2.668438, 5.313726, -4.609267], [-3.873106, 3.054194, -4.509868], [-3.075053, 3.424559, -6.056098], [-0.937757, 1.787391, -6.545373], [-0.303003, 0.897271, -6.658137], [-0.286765, 2.671716, -6.456939], [-1.603113, 1.892465, -7.420339], [-3.324470, 0.449191, -5.577143], [-3.436879, 0.525249, -6.664651], [-4.268007, 0.700932, -5.071744], [-3.043705, -0.576345, -5.305751], [-1.084135, 6.070737, -2.180058], [-0.761294, 6.086131, -1.130704], [-1.727457, 6.935356, -2.374233], [-0.189290, 6.121737, -2.816172], [-3.618266, 4.693233, -1.770987], [-4.336318, 3.994037, -2.226276], [-3.982686, 5.718607, -1.936324], [-3.591478, 4.497337, -0.691891], [-0.794879, 0.830398, 0.127352], [-1.275324, -0.610403, -3.035366], [-0.118837, 0.035511, -2.681460], [0.371536, 1.368311, -3.134230], [0.343466, 2.713521, -2.345458], [-0.952913, 3.268420, -1.703118], [-1.868877, 2.137054, -1.090508], [-2.606841, 1.396189, -2.201948], [-2.559414, -0.154672, -2.352384], [-0.278887, 1.405089, 1.911370], [-1.253043, -1.569336, -3.592367], [0.690558, -0.537300, -2.150522], [-0.011820, 1.576636, -4.152613], [1.453758, 1.181376, -3.332646], [1.104740, 2.579101, -1.568263], [0.776895, 3.452968, -3.043324], [-0.579313, 3.870698, -0.864277], [-2.580626, 2.553029, -0.349014], [-2.064068, 1.826707, -3.073096], [-3.655284, 1.737369, -2.293979], [-2.698268, -0.667334, -1.373574], [-3.409047, -0.462389, -2.983797], [-0.790588, 0.751380, 2.637477], [-0.638207, 2.439840, 1.961487], [0.812154, 1.322360, 2.002234], [2.835796, -6.637594, 2.568861], [2.415603, -5.153784, 1.837808], [3.405687, -4.196679, 1.559582], [3.055228, -2.983775, 0.962759], [1.714862, -2.690982, 0.679255], [0.737126, -3.657246, 0.927464], [1.076935, -4.876488, 1.520562], [1.278970, -1.323023, 0.163715], [2.107334, -0.547827, -0.331420], [-0.019384, -1.124798, 0.287679], [4.435488, -4.411515, 1.815038], [3.810080, -2.243392, 0.717086], [-0.302531, -3.447266, 0.670771], [0.311697, -5.608284, 1.747616]], "atomic_forces_ev_per_a": [[0.74, -0.03, -0.97], [0.59, -0.26, 0.04], [-0.21, 0.06, -0.21], [-0.25, -0.21, -0.64], [-0.16, 0.03, 0.23], [0.20, 0.02, 0.03], [0.28, 0.03, -0.13], [-0.21, 0.57, 0.45], [-0.75, 0.14, -0.69], [-0.20, 0.25, 0.04], [-0.23, -0.30, 0.01], [0.56, 0.03, -0.08], [-0.19, 0.15, -0.53], [-0.36, -0.18, 0.10], [0.26, -0.10, -0.20], [-0.05, 0.31, -0.11], [-0.16, 0.12, -0.18], [-0.16, -0.01, -0.27], [0.19, -0.09, -0.03], [-0.26, -0.04, 0.16], [-0.38, -0.01, 0.07], [0.37, 0.14, 0.14], [0.19, -0.30, -0.02], [0.10, 0.06, -0.28], [-0.46, -0.49, -2.59], [-0.76, -0.03, 0.58], [1.44, -0.75, 1.17], [0.82, 1.28, -0.41], [0.52, -0.22, -0.77], [-0.40, -1.44, 1.60], [0.34, -0.43, 0.37], [-0.01, 0.45, -0.31], [-0.58, 0.83, -1.49], [0.57, 0.11, 2.38], [0.02, -0.08, 1.45], [-0.33, 0.03, -1.69], [0.12, -0.29, 0.84], [-0.46, 0.33, 0.46], [-0.50, 0.27, 0.28], [-0.10, 0.01, 0.16], [-0.16, -0.07, 0.16], [0.33, 0.03, -0.23], [-0.87, -0.87, 0.53], [0.09, -0.14, 0.12], [0.42, 0.26, -0.43], [-0.13, 0.11, 0.30], [0.24, 0.47, 0.08], [0.17, 0.05, 0.40], [-0.21, 0.27, 0.22], [0.18, -0.62, 0.32], [-0.48, 1.66, -0.69], [-0.47, -0.18, -0.12], [-0.41, -0.12, 0.08], [-0.21, -0.03, 0.06], [0.17, -0.33, 0.32], [0.48, 0.11, -0.12], [-0.35, 0.20, -0.40], [-0.77, -0.55, 0.55], [1.51, -0.14, -0.32], [-0.02, 0.00, -0.05], [-0.08, -0.06, 0.12], [0.37, 0.01, 0.18], [0.05, -0.02, -0.06]], "nbo_charge": [1.60, 0.90, -0.73, -0.73, 0.25, 0.25, 0.23, 0.23, -0.96, 0.25, 0.23, 0.21, -0.95, 0.22, 0.24, 0.25, -0.96, 0.26, 0.25, 0.26, -0.98, 0.27, 0.26, 0.28, 0.80, -0.21, -0.24, -0.45, -0.39, -0.59, -0.49, -0.51, -0.46, -1.02, 0.19, 0.25, 0.20, 0.23, 0.25, 0.19, 0.25, 0.19, 0.22, 0.18, 0.24, 0.19, 0.21, 0.19, 0.21, 0.01, -0.06, -0.24, -0.17, -0.14, -0.17, -0.23, 0.77, -0.68, -0.77, 0.22, 0.24, 0.24, 0.22]}



# 2
{"formula": "C22H35IrO4Se2Si2Te3", "method": "the ωB97M-V functional and the def2-TZVPD basis", "total_energy_ev": -202741.0105, "spin_multiplicity": 5, "homo_energy_ha": [-0.263, -0.300], "homo_lumo_gap_ev": [6.46, 5.75], "e_above_lowest_kcal_mol": 0.0, "symbols": ["Ir", "Se", "Te", "Te", "Se", "O", "C", "C", "O", "O", "C", "C", "C", "C", "C", "C", "C", "C", "C", "C", "C", "C", "H", "H", "H", "H", "H", "H", "H", "H", "H", "H", "H", "O", "H", "H", "C", "Si", "C", "C", "C", "Te", "C", "Si", "C", "C", "C", "H", "H", "H", "H", "H", "H", "H", "H", "H", "H", "H", "H", "H", "H", "H", "H", "H", "H", "H", "H", "H", "H"], "xyz": [[-0.209795, -0.787150, 2.239564], [0.647021, -2.586001, 3.667940], [-0.082902, -2.158262, 5.991572], [-0.693003, 0.469707, 5.942579], [-0.006659, 1.168542, 3.698307], [-1.297975, 1.060027, 0.721414], [-2.073054, 0.541087, -0.364643], [-1.905204, -1.005985, -0.328578], [-2.078539, -1.649339, -1.341055], [-1.675589, -1.503036, 0.847627], [-1.555035, 1.212499, -1.628494], [-1.933545, 2.529951, -1.878816], [-1.352574, 3.255476, -2.907368], [-0.380284, 2.669164, -3.705284], [-0.005213, 1.354634, -3.470591], [-0.588803, 0.629775, -2.440711], [-3.559977, 0.761985, -0.120821], [-4.458176, 0.672282, -1.180850], [-5.816929, 0.816138, -0.957366], [-6.294846, 1.044719, 0.327123], [-5.406358, 1.115648, 1.387614], [-4.042235, 0.969058, 1.167101], [-1.613297, 1.944136, 0.950576], [-2.694239, 2.995424, -1.261884], [-1.660253, 4.277860, -3.085708], [0.075794, 3.230872, -4.510299], [0.743991, 0.884803, -4.095431], [-0.301236, -0.398943, -2.281180], [-4.086076, 0.479824, -2.178928], [-6.506990, 0.746505, -1.788235], [-7.357220, 1.157512, 0.499671], [-5.770904, 1.274361, 2.394166], [-3.358508, 0.995109, 2.007683], [-2.810321, -1.412825, 3.407443], [-2.544425, -2.306882, 3.653371], [-2.926559, -1.469253, 2.445351], [3.208996, -5.220136, -0.467780], [1.988534, -3.800278, -0.453932], [0.384979, -4.330866, 0.332139], [1.662819, -3.191865, -2.194450], [2.817674, -2.389536, 0.509307], [1.720315, -0.571502, 0.367667], [3.149712, 0.736826, 1.275091], [3.190429, 2.406232, 0.393423], [3.788285, 2.155946, -1.361200], [1.464438, 3.121818, 0.387999], [4.358691, 3.531517, 1.326492], [2.794895, -6.074007, -1.008481], [3.440099, -5.549619, 0.547363], [4.146085, -4.939251, -0.952857], [-0.053276, -5.140310, -0.257630], [-0.350070, -3.522719, 0.364801], [0.531961, -4.702368, 1.348613], [1.400533, -4.029439, -2.844487], [2.532191, -2.689877, -2.625223], [0.819428, -2.496630, -2.211994], [3.792089, -2.187857, 0.058101], [2.958707, -2.623168, 1.565545], [4.109789, 0.219886, 1.223009], [2.870831, 0.832160, 2.325375], [3.093789, 1.532222, -1.928402], [4.771750, 1.680803, -1.382999], [3.869714, 3.114550, -1.878307], [0.768523, 2.502201, -0.184219], [1.464521, 4.115604, -0.066100], [1.077408, 3.219637, 1.406547], [5.372349, 3.126222, 1.345712], [4.031863, 3.667034, 2.359598], [4.401883, 4.517353, 0.858447]], "atomic_forces_ev_per_a": [[0.00, -0.03, -0.01], [-0.06, 0.04, 0.01], [0.02, 0.05, -0.11], [-0.01, -0.05, 0.02], [0.04, 0.02, 0.03], [-0.01, 0.01, 0.01], [-0.04, -0.02, -0.01], [0.08, 0.11, -0.01], [-0.02, -0.03, -0.03], [-0.04, -0.13, 0.06], [0.04, 0.00, -0.01], [0.00, 0.00, 0.01], [0.00, 0.00, 0.00], [0.00, -0.01, 0.00], [0.00, 0.02, -0.01], [-0.01, -0.01, -0.01], [-0.02, 0.00, 0.00], [-0.01, 0.00, 0.00], [0.00, 0.00, 0.00], [0.01, 0.00, 0.01], [-0.01, 0.00, -0.01], [0.02, 0.01, 0.00], [0.03, -0.01, 0.00], [-0.01, 0.00, 0.00], [0.00, 0.00, 0.00], [0.00, 0.00, 0.00], [0.00, -0.01, 0.00], [-0.01, 0.01, -0.01], [0.00, 0.00, 0.00], [0.00, 0.00, 0.00], [0.00, 0.00, 0.00], [0.01, 0.00, 0.00], [-0.01, 0.00, 0.00], [-0.01, -0.02, -0.02], [-0.01, 0.02, 0.04], [0.04, 0.01, -0.01], [-0.01, 0.01, -0.01], [0.02, -0.01, -0.01], [0.01, 0.03, 0.02], [-0.01, 0.00, 0.03], [-0.09, -0.01, 0.01], [0.06, 0.07, -0.02], [-0.07, -0.05, 0.04], [0.02, 0.00, 0.02], [-0.01, -0.01, 0.02], [-0.02, 0.01, 0.00], [-0.01, -0.01, 0.01], [0.00, -0.01, 0.00], [0.00, 0.00, 0.00], [0.00, 0.00, 0.00], [0.00, 0.00, 0.00], [0.00, 0.00, 0.00], [0.01, 0.00, 0.02], [0.00, 0.00, -0.01], [0.00, 0.00, 0.00], [0.00, 0.00, -0.01], [0.01, 0.01, 0.01], [0.00, 0.00, 0.00], [0.02, 0.02, -0.05], [0.01, -0.01, 0.00], [0.00, -0.01, 0.00], [0.00, 0.00, -0.01], [0.00, 0.01, 0.00], [0.00, -0.02, 0.00], [0.00, 0.01, 0.00], [-0.01, -0.01, -0.01], [0.00, 0.00, 0.00], [0.00, 0.00, 0.00], [0.00, 0.00, 0.00]], "nbo_charge": [0.67, -0.36, 0.21, 0.27, -0.36, -0.74, 0.08, 0.79, -0.62, -0.84, -0.05, -0.21, -0.21, -0.21, -0.23, -0.14, -0.07, -0.14, -0.22, -0.21, -0.20, -0.23, 0.50, 0.22, 0.21, 0.21, 0.21, 0.22, 0.22, 0.21, 0.21, 0.22, 0.23, -0.95, 0.48, 0.50, -1.11, 1.64, -1.14, -1.12, -1.15, 0.71, -1.14, 1.64, -1.12, -1.13, -1.11, 0.24, 0.24, 0.24, 0.25, 0.27, 0.24, 0.24, 0.23, 0.25, 0.24, 0.25, 0.25, 0.26, 0.25, 0.24, 0.24, 0.25, 0.24, 0.24, 0.24, 0.24, 0.24]}